[1]
Molecular formula: C5H15N2O3
Method: DFT, ωB97M-V/def2-TZVPD

XYZ file:
```
25
Properties=species:S:1:pos:R:3:forces:R:3:lowdin_charge:R:1
O 1.7698 -1.8358 -0.3560 0.3 -1.0 0.0 0.038
C 1.0018 -2.7691 -0.3937 -2.2 2.7 0.4 -0.242
C -0.5309 -2.5913 -0.1532 1.4 -0.1 -0.2 -0.133
C -0.8267 -1.1582 0.3675 -2.6 -0.7 0.4 -0.203
C -1.1332 -0.1607 -0.7661 -1.4 1.6 0.5 -0.186
N 0.3482 2.3003 -0.1610 -1.0 -1.4 1.9 0.178
C 0.8284 1.3483 -0.9601 -1.1 -0.5 -0.1 -0.120
N 0.0570 0.3377 -1.4543 1.3 1.5 -0.5 0.043
H 1.1713 -3.7728 -0.6574 1.4 -1.6 -0.5 0.101
H -0.9174 -2.6521 -1.2801 0.1 -0.7 2.6 0.158
H -0.7095 -3.4597 0.6252 -0.6 1.6 -1.9 0.156
H -0.1307 -0.8382 1.1201 1.0 0.4 -0.2 0.102
H -1.7622 -1.1128 1.0299 0.8 -0.6 -1.2 0.134
H -1.8075 -0.5890 -1.5494 0.6 0.2 0.8 0.137
H -1.7308 0.7317 -0.3011 1.1 -1.6 -1.0 0.116
H -0.5404 2.0941 0.3785 0.6 0.5 -1.2 0.088
H 0.9333 2.8400 0.4965 0.3 -0.6 -1.2 0.138
H 1.9008 1.3563 -1.1576 -0.5 0.3 -0.7 0.141
H 0.2543 0.0215 -2.4346 0.2 0.1 1.8 0.185
H 2.9731 0.3465 0.9058 1.8 -5.8 0.8 -0.047
H 3.5420 1.8055 1.2227 -2.8 -2.7 -1.4 0.169
O 2.7578 1.1926 0.8207 1.3 8.3 0.9 -0.053
H -2.2208 1.8724 2.2711 -0.7 0.2 -0.1 0.071
H -3.0399 2.4852 1.0163 -0.1 -0.1 0.6 0.076
O -2.1876 2.2075 1.3703 0.8 0.0 -0.5 -0.047
```
Forces are in eV/Å.

Net charge: +1
Calculated total energy (eV): -14543.3393
F_max (eV/Å): 8.486

---

[2]
Molecular formula: C5H15N2S
Method: DFT, ωB97M-V/def2-TZVPD

XYZ file:
```
23
Properties=species:S:1:pos:R:3:forces:R:3:lowdin_charge:R:1
C 0.3756 0.0631 1.5893 -2.7 2.1 1.4 -0.064
N -0.5777 0.3070 0.2344 1.2 -1.0 0.4 0.016
C -0.1972 -0.7631 -0.8266 2.7 -0.2 3.1 -0.291
C -1.1379 -0.5748 -1.9610 -2.0 0.2 -0.2 -0.612
S -0.9698 -2.0060 -3.0330 -0.7 -1.2 -0.8 0.727
C 1.2185 1.3634 1.8329 0.3 0.0 -2.0 -0.419
N 0.2055 2.4908 1.9920 -1.4 -3.9 0.2 0.033
C 2.1917 0.9932 2.9613 -1.4 0.2 2.0 -0.080
H 0.9783 -0.8651 1.7066 -0.8 0.4 -1.2 0.130
H -0.4437 0.0580 2.4448 1.8 -0.2 -1.7 0.155
H -1.6595 0.3667 0.3445 2.5 0.0 0.3 0.195
H -0.2706 -1.8424 -0.3120 0.0 2.5 -1.3 0.164
H 0.9661 -0.4486 -0.8380 -2.5 -1.3 -1.1 0.177
H -0.9469 0.2560 -2.6883 -0.4 0.0 1.5 0.090
H -2.1712 -0.5284 -1.3424 1.8 0.0 -2.2 0.136
H -2.1418 -2.0024 -3.7772 0.9 0.4 0.8 -0.089
H 1.9037 1.6500 0.8630 -1.8 -0.8 2.1 0.184
H 0.6529 3.2590 2.3502 1.3 2.5 0.9 0.031
H -0.1889 1.1782 -0.2100 -1.1 -0.5 1.0 0.155
H -0.5857 2.2546 2.6883 1.9 0.3 -1.3 0.120
H 1.6525 0.8190 3.9171 -0.4 -0.2 -0.6 0.098
H 2.8236 0.1303 2.8841 0.1 -0.7 -0.9 0.077
H 2.8489 1.7360 3.3368 0.7 1.4 -0.5 0.069
```
Forces are in eV/Å.

Net charge: +1
SMILES: C[C@H](N)C[NH2+]CCS
Calculated total energy (eV): -19234.6611
F_max (eV/Å): 4.151

---

[3]
Molecular formula: C5H15N2S
Method: DFT, ωB97M-V/def2-TZVPD

XYZ file:
```
23
Properties=species:S:1:pos:R:3:forces:R:3:lowdin_charge:R:1
C -0.6100 -0.9972 -1.4580 0.2 -0.2 0.2 -0.136
C 0.2702 3.2916 -0.4492 0.0 0.3 0.0 -0.078
C -0.5213 -3.1894 0.4373 -0.3 -0.5 -0.1 -0.016
C 0.6179 -1.1520 -0.5981 0.1 0.1 -0.5 -0.511
C 0.4035 2.3424 0.6876 -0.7 0.5 0.2 -0.619
N -0.3111 2.5771 1.7777 0.4 0.2 -0.2 0.098
N 0.3892 -2.0344 0.5838 0.3 0.1 -0.2 -0.077
S 0.8954 0.6806 0.3631 -0.1 -0.8 0.4 0.913
H -0.3965 -0.2578 -2.2263 0.0 0.1 -0.1 0.082
H -0.9072 -1.9131 -1.9657 -0.1 -0.1 -0.1 0.076
H -1.4480 -0.6297 -0.8683 -0.2 0.1 0.0 0.076
H 1.1556 3.2469 -1.0826 0.0 0.0 -0.1 0.083
H -0.5977 3.0538 -1.0656 0.0 0.0 0.0 0.099
H 0.1509 4.3088 -0.0831 0.0 0.1 0.0 0.091
H -0.2257 -3.7849 -0.4237 0.1 0.1 0.0 0.110
H -0.4847 -3.8111 1.3297 0.1 0.1 0.1 0.103
H -1.5398 -2.8389 0.2938 0.1 0.1 0.0 0.100
H 1.4698 -1.5150 -1.1677 0.1 -0.2 0.1 0.110
H -0.1931 1.9874 2.5859 -0.1 -0.1 0.1 0.111
H -0.9680 3.3405 1.8467 0.1 0.0 0.0 0.128
H 0.0245 -1.4115 1.3195 0.1 0.0 0.2 0.122
H 1.3051 -2.3603 0.9026 -0.2 0.1 0.1 0.175
H 1.5210 1.0662 -0.7394 0.1 0.2 -0.2 -0.037
```
Forces are in eV/Å.

Net charge: +1
Calculated total energy (eV): -19235.0090
F_max (eV/Å): 0.938